C28H32N4O3 | ωB97M-V/def2-TZVPD

LUMO energy: 0.3 eV
highest occupied orbital energy: -7.75 eV
Kohn-Sham gap: 8.0 eV

Last column: Löwdin charge in e.
Atoms and positions in Å:
O1 2.65734 0.68377 0.03361  0.096
C1 1.44830 0.51580 0.02989  -0.293
C2 0.51952 1.63071 -0.44591  -0.413
O2 -0.07712 2.31102 0.37130  0.084
N1 0.42723 1.81041 -1.77712  -0.043
C3 1.20196 1.09505 -2.76223  -0.102
C4 2.22997 2.04943 -3.39718  -0.124
N2 1.56164 3.19574 -3.97409  -0.102
C5 1.13282 3.15166 -5.29683  -0.230
C6 1.99259 2.66044 -6.28685  -0.031
C7 1.62163 2.65153 -7.61529  -0.092
C8 0.38694 3.14190 -8.00756  -0.109
C9 -0.46614 3.64740 -7.04407  -0.093
C10 -0.10595 3.65149 -5.70910  -0.035
C11 0.78974 3.88979 -2.96759  -0.133
C12 -0.25389 2.97177 -2.31380  -0.104
C13 0.79796 -0.65900 0.56142  -0.080
C14 1.44602 -1.63150 1.30021  0.019
N3 0.58397 -2.58995 1.69101  -0.049
C15 0.89038 -3.70149 2.54758  -0.026
C16 -0.12086 -3.89846 3.69091  -0.462
O3 -0.61915 -4.99932 3.84837  0.044
N4 -0.41624 -2.84145 4.47115  -0.030
C17 0.24005 -1.54997 4.35577  -0.139
C18 0.17124 -0.67987 5.61184  -0.166
C19 -1.13001 0.11135 5.73614  -0.203
C20 -2.32214 -0.72500 6.18858  -0.212
C21 -2.58287 -1.93864 5.30120  -0.164
C22 -1.49877 -3.00963 5.42576  -0.134
C23 -0.66748 -2.28525 1.19922  -0.164
C24 -1.86346 -2.98006 1.32598  0.000
C25 -2.98120 -2.43211 0.73254  -0.081
C26 -2.91002 -1.23101 0.02501  -0.081
C27 -1.72290 -0.54452 -0.11319  -0.008
C28 -0.57844 -1.06698 0.48492  -0.096
H1 0.52160 0.72675 -3.54074  0.138
H2 1.70546 0.24595 -2.30125  0.124
H3 2.91644 2.39608 -2.61767  0.133
H4 2.79954 1.51244 -4.15221  0.111
H5 2.97467 2.30250 -6.01785  0.103
H6 2.30943 2.26613 -8.35407  0.102
H7 0.09866 3.13468 -9.04744  0.097
H8 -1.43270 4.03776 -7.32907  0.102
H9 -0.80955 4.04490 -4.99216  0.095
H10 1.48937 4.21962 -2.19092  0.135
H11 0.32136 4.77411 -3.39767  0.120
H12 -0.99135 2.63971 -3.05243  0.127
H13 -0.75786 3.47636 -1.48778  0.126
H14 2.48480 -1.65773 1.57041  0.147
H15 1.89642 -3.57226 2.95675  0.138
H16 0.87150 -4.63786 1.97638  0.143
H17 -0.19395 -0.97503 3.52800  0.126
H18 1.29455 -1.72776 4.12818  0.120
H19 0.99234 0.03638 5.53708  0.115
H20 0.34354 -1.28003 6.50544  0.116
H21 -0.98119 0.91796 6.45721  0.109
H22 -1.35315 0.57297 4.77150  0.116
H23 -2.15848 -1.06665 7.21386  0.112
H24 -3.21019 -0.08973 6.19321  0.109
H25 -2.67572 -1.63263 4.25747  0.117
H26 -3.53353 -2.38481 5.59870  0.112
H27 -1.10163 -3.02691 6.44545  0.127
H28 -1.91900 -3.99639 5.21838  0.118
H29 -1.91907 -3.91359 1.86253  0.111
H30 -3.92887 -2.94252 0.81366  0.103
H31 -3.80795 -0.83539 -0.42566  0.102
H32 -1.68612 0.38221 -0.66199  0.103

CH3ClFNS | ωB97M-V/def2-TZVPD

LUMO energy (spin up / spin down): -1.0 / -0.6 eV
highest occupied orbital energy (spin up / spin down): -8.82 / -8.82 eV
Kohn-Sham gap (spin up / spin down): 7.8 / 8.2 eV

Last column: Löwdin charge in e.
Atoms and positions in Å:
C1 1.10507 -0.41017 -0.65856  -0.154
N1 -0.99006 0.66594 1.44950  -0.502
F1 1.60096 -1.48281 0.00834  -0.090
S1 -1.19137 -0.38151 0.33497  0.558
Cl1 -1.71178 1.08724 -1.28240  -0.019
H1 1.45750 0.59999 -0.51230  0.062
H2 1.08186 -0.76254 -1.78447  0.110
H3 -1.35218 0.68386 2.44491  0.034

C6H9N | ωB97M-V/def2-TZVPD

LUMO energy: 1.1 eV
highest occupied orbital energy: -8.52 eV
Kohn-Sham gap: 9.6 eV

Last column: Löwdin charge in e.
Atoms and positions in Å:
C1 -1.06385 0.40003 1.58870  -0.030
C2 -0.34128 0.20947 0.27718  -0.369
C3 -0.99923 -0.40340 -0.92185  -0.055
C4 0.16122 -1.10122 -0.27393  -0.147
C5 1.53877 -0.44743 -0.57610  -0.199
N1 1.48577 0.71676 -1.42896  0.059
C6 1.04875 0.85351 -0.05787  -0.180
H1 -0.44106 0.92794 2.32035  0.077
H2 -1.31240 -0.57761 2.02368  0.082
H3 -1.99613 0.96529 1.47539  0.076
H4 -1.97184 -0.84037 -0.70623  0.112
H5 -0.94707 0.01077 -1.92859  0.096
H6 0.07002 -2.07636 0.19737  0.134
H7 2.48831 -0.95475 -0.43266  0.130
H8 0.74770 0.71996 -2.12599  0.082
H9 1.53232 1.59742 0.56952  0.133

C9H27FGaO8P2 | ωB97M-V/def2-TZVPD

LUMO energy: 0.6 eV
highest occupied orbital energy: -4.11 eV
Kohn-Sham gap: 4.7 eV
charge: -1

Last column: Löwdin charge in e.
Atoms and positions in Å:
C1 1.88520 3.02782 3.82063  -0.144
C2 2.45830 2.43236 5.11318  -0.362
C3 3.44955 3.41328 5.76892  -0.349
Ga1 2.66046 4.61185 7.21168  0.226
F1 0.86928 4.23778 7.44632  -0.468
H1 1.84982 4.11058 3.94349  0.060
H2 2.50167 2.81288 2.95106  0.058
H3 0.86615 2.70090 3.62962  0.052
H4 2.98872 1.51139 4.86746  0.078
H5 1.60970 2.21513 5.75705  0.073
H6 3.82789 4.07019 4.98383  0.017
H7 4.30346 2.89145 6.20087  0.014
H8 2.77583 6.18396 6.81098  -0.129
H9 3.49216 4.44234 8.59607  -0.130
C4 -1.50293 -0.18644 0.94696  -0.078
O1 -0.91540 -1.24068 1.72921  -0.233
P1 0.66356 -1.35597 1.66480  0.416
O2 1.34055 -0.12031 2.03596  -0.203
O3 0.79067 -1.58722 0.03943  -0.267
C5 -0.08945 -2.45909 -0.66383  -0.110
O4 1.46301 -2.65872 2.09021  -0.221
C6 2.86513 -2.63050 1.77336  -0.086
H10 -2.04138 0.46403 1.63097  0.097
H11 -0.75444 0.38912 0.41034  0.093
H12 -2.19795 -0.63643 0.23905  0.081
H13 -0.47734 -1.93671 -1.53789  0.072
H14 -0.93457 -2.77608 -0.05301  0.083
H15 0.46209 -3.33942 -0.99645  0.088
H16 3.40044 -2.05579 2.52528  0.093
H17 3.03599 -2.20826 0.78625  0.086
H18 3.19852 -3.66512 1.79201  0.088
C7 -1.10506 -2.83560 -6.51130  -0.090
O5 -0.86812 -1.65242 -5.73215  -0.260
P2 -2.03344 -1.24377 -4.69317  0.522
O6 -2.15631 -2.45019 -3.85037  -0.241
O7 -3.19261 -1.07741 -5.84082  -0.273
C8 -2.99786 -0.23962 -6.98030  -0.106
O8 -2.62477 -0.07895 -3.75096  -0.250
C9 -3.90273 -0.36387 -3.15769  -0.089
H19 -0.30301 -3.53359 -6.28545  0.095
H20 -2.06202 -3.29301 -6.28224  0.087
H21 -1.06986 -2.56367 -7.56589  0.089
H22 -3.27327 -0.80323 -7.87101  0.087
H23 -1.96194 0.08355 -7.08332  0.084
H24 -3.64242 0.63500 -6.89655  0.088
H25 -3.76724 -0.99687 -2.28449  0.083
H26 -4.57100 -0.84260 -3.86866  0.086
H27 -4.31303 0.59795 -2.85941  0.093

Taking the records one at a time from the top gives relative energy (zero: lowest compared OMol25 entry of this formula, charge and spin) values of 17.6 316.2 341.3 0.0 kJ/mol.